Density functional theory data (ωB97M-V/def2-TZVPD) for a cluster of 12 separate species, C18H56N12O23PSi in total at a distorted geometry.

Output
E_LUMO ... 0.03788 Eh
E ... -3736.8075 a.u.
HOMO level ... -3.82 eV
2S+1 ... 1
Net charge ... -1

Positions of all 111 atoms, in Å:
1 C 1.8921 2.3200 0.3419
2 Si 0.4789 1.8571 -0.8017
3 C 0.8252 2.7329 -2.4442
4 C -1.0755 2.6180 -0.0660
5 O 0.2825 0.2341 -0.9677
6 C 1.4715 -0.4567 -1.4276
7 C 2.3341 -0.9956 -0.2964
8 P 4.2147 -0.8811 -0.7619
9 C 4.8012 -0.1543 0.9366
10 C 5.4948 1.2079 0.9187
11 N 6.4264 1.3535 -0.1923
12 H 1.9615 3.3871 0.4930
13 H 2.7942 1.9249 -0.1073
14 H 1.7863 1.7929 1.2799
15 H 0.2793 3.6693 -2.4396
16 H 0.5380 2.1356 -3.2964
17 H 1.8762 2.9824 -2.4785
18 H -1.9287 2.4867 -0.7154
19 H -0.8714 3.6764 0.0333
20 H -1.2624 2.2412 0.9310
21 H 2.0571 0.1752 -2.0970
22 H 1.1261 -1.2872 -2.0219
23 H 2.0798 -2.0405 -0.2120
24 H 2.0502 -0.4431 0.5911
25 H 4.4226 -2.2467 -0.2130
26 H 3.8428 -1.4787 -2.0631
27 H 4.0005 0.4797 -1.3365
28 H 5.6187 -0.8961 -1.1984
29 H 4.0134 -0.0994 1.6854
30 H 5.5348 -0.8585 1.3125
31 H 6.0884 1.2832 1.8240
32 H 4.7757 2.0281 0.9586
33 H 5.9637 1.2610 -1.0855
34 H 6.9118 2.2394 -0.1595
35 C -3.5777 0.5640 2.9029
36 N -3.0432 1.9454 3.0451
37 O -3.6513 2.8515 2.5034
38 O -2.0276 2.0807 3.6929
39 H -4.4798 0.6037 2.3057
40 H -2.8136 -0.0367 2.4177
41 H -3.7810 0.1997 3.9051
42 C 0.8086 -4.2582 -2.6582
43 N 2.1811 -4.6563 -3.0789
44 O 2.9511 -3.7834 -3.4178
45 O 2.4360 -5.8498 -3.0661
46 H 0.7287 -3.1833 -2.7088
47 H 0.1105 -4.7408 -3.3331
48 H 0.6612 -4.6072 -1.6446
49 C -0.1798 -0.5442 -4.9281
50 N -1.0960 -1.6977 -4.7342
51 O -1.7507 -2.0992 -5.6793
52 O -1.1409 -2.1544 -3.6088
53 H -0.2190 -0.2331 -5.9653
54 H -0.5777 0.2195 -4.2622
55 H 0.8221 -0.8586 -4.6454
56 C -2.9422 -5.5101 0.4893
57 N -1.9033 -5.0108 -0.4408
58 O -1.9723 -5.3496 -1.6069
59 O -1.0576 -4.2708 0.0276
60 H -3.6317 -6.1309 -0.0678
61 H -2.4552 -6.0772 1.2792
62 H -3.4425 -4.6404 0.8917
63 C -2.8346 0.6084 7.4427
64 N -4.1677 -0.0296 7.2461
65 O -4.9413 -0.0401 8.1797
66 O -4.3864 -0.5022 6.1458
67 H -2.7809 0.9808 8.4578
68 H -2.0816 -0.1511 7.2584
69 H -2.7477 1.4138 6.7194
70 C -1.8808 5.6962 2.4020
71 N -0.8028 6.5673 1.8578
72 O -0.5908 6.5324 0.6621
73 O -0.2025 7.2628 2.6552
74 H -2.3264 5.1398 1.5892
75 H -1.4205 5.0289 3.1246
76 H -2.6112 6.3419 2.8774
77 C -4.1043 -2.3587 -2.6714
78 N -4.9221 -2.6028 -1.4482
79 O -5.8223 -1.8326 -1.1864
80 O -4.6146 -3.5743 -0.7805
81 H -4.4828 -1.4702 -3.1608
82 H -3.0714 -2.2291 -2.3581
83 H -4.1995 -3.2344 -3.3056
84 C -6.3094 4.1707 1.1461
85 N -5.3078 5.1281 0.6025
86 O -5.0309 5.0529 -0.5793
87 O -4.8184 5.9076 1.3929
88 H -6.6509 3.5355 0.3383
89 H -5.8103 3.5951 1.9199
90 H -7.1242 4.7553 1.5615
91 C 1.6277 -5.2159 2.6016
92 N 0.3741 -5.5589 3.3306
93 O -0.3226 -6.4505 2.8811
94 O 0.1217 -4.9171 4.3301
95 H 1.7121 -5.8647 1.7391
96 H 1.5563 -4.1749 2.3045
97 H 2.4540 -5.3621 3.2895
98 C -3.8407 2.5280 -2.6652
99 N -3.1597 1.2035 -2.6648
100 O -3.6745 0.3055 -2.0327
101 O -2.1396 1.0933 -3.3201
102 H -4.7341 2.4531 -2.0592
103 H -3.1476 3.2549 -2.2516
104 H -4.0809 2.7689 -3.6960
105 C 9.0070 0.0129 -1.7043
106 N 10.4645 -0.2601 -1.8606
107 O 11.2364 0.6795 -1.7831
108 O 10.7983 -1.4124 -2.0561
109 H 8.8709 1.0713 -1.5353
110 H 8.5149 -0.3071 -2.6170
111 H 8.6452 -0.5600 -0.8575

***

Density functional theory data (ωB97M-V/def2-TZVPD) for a structure of composition C18H56N5O6 at a distorted geometry.

Output
E_LUMO ... -0.07253 Eh
E ... -1443.6328 a.u.
HOMO level ... -11.22 eV
2S+1 ... 1
Net charge ... +1

Positions of all 85 atoms, in Å:
1 N 5.9791 -25.5030 -13.6683
2 H 5.8488 -24.9845 -12.8686
3 H 5.3951 -26.3511 -13.7026
4 H 6.7550 -25.9283 -13.8293
5 H 5.6537 -24.9695 -14.3609
6 C 2.6308 -21.1821 -12.9491
7 C 3.1974 -22.7033 -13.3210
8 C 3.3351 -23.4341 -11.9273
9 O 4.3004 -22.6906 -11.2091
10 C 4.5795 -23.1764 -9.9427
11 N 2.2651 -23.2387 -14.2259
12 H 3.1843 -20.6683 -12.3926
13 H 1.9046 -21.5282 -12.3836
14 H 2.3204 -20.4327 -13.7167
15 H 4.0420 -22.5844 -13.8944
16 H 3.5648 -24.4524 -12.0150
17 H 2.3436 -23.4814 -11.5121
18 H 5.2999 -22.2580 -9.5385
19 H 5.1529 -24.2168 -9.7792
20 H 3.7497 -23.1239 -9.2230
21 H 2.4128 -22.8520 -15.0190
22 H 1.2899 -23.0186 -13.8031
23 C 4.1013 -25.0194 -17.0036
24 C 3.0242 -25.7805 -16.4050
25 C 2.8116 -27.2654 -16.9015
26 O 2.5324 -27.0585 -18.3565
27 C 2.5629 -28.2737 -19.1455
28 N 3.0466 -25.9555 -14.9619
29 H 3.8615 -24.7793 -17.9564
30 H 5.0775 -25.5812 -17.0783
31 H 4.0101 -23.9721 -16.5178
32 H 1.9427 -25.2068 -16.4191
33 H 1.9362 -27.7998 -16.4746
34 H 3.8380 -27.8064 -16.4665
35 H 2.8461 -29.2854 -18.7143
36 H 3.0298 -27.9843 -20.0874
37 H 1.4698 -28.3491 -19.4888
38 H 2.2262 -26.3853 -14.6219
39 H 2.9122 -24.9053 -14.7455
40 C 7.0457 -29.3228 -13.5027
41 C 8.1560 -28.8993 -14.5302
42 C 7.5921 -28.7071 -15.9869
43 O 6.6784 -29.7934 -16.2909
44 C 6.2833 -29.7897 -17.6422
45 N 8.6914 -27.5453 -14.2415
46 H 7.6493 -29.7346 -12.5619
47 H 6.4454 -30.3061 -13.6648
48 H 6.4209 -28.5109 -13.3678
49 H 8.9473 -29.4887 -14.6109
50 H 8.3648 -28.6148 -16.7426
51 H 6.8800 -27.9402 -15.9190
52 H 5.7277 -30.6951 -17.7056
53 H 7.0630 -29.9886 -18.4084
54 H 5.5364 -28.8173 -17.9510
55 H 9.5299 -27.1003 -14.8102
56 H 9.2287 -27.6450 -13.3062
57 C 9.0596 -25.1854 -10.3454
58 C 9.7724 -24.2827 -11.4415
59 C 9.2406 -22.9142 -11.6877
60 O 7.8267 -23.0847 -11.9853
61 C 7.1388 -21.8620 -12.2986
62 N 11.2399 -24.2734 -11.1775
63 H 7.9670 -25.3290 -10.7770
64 H 8.9473 -24.6004 -9.4285
65 H 9.5957 -26.0380 -10.4660
66 H 9.5851 -24.8904 -12.3210
67 H 9.7586 -22.3794 -12.6043
68 H 9.2943 -22.1734 -10.7574
69 H 6.3334 -22.0085 -12.7674
70 H 7.5410 -21.2483 -12.9507
71 H 6.8524 -21.2161 -11.4906
72 H 11.3124 -23.9635 -10.2720
73 H 11.8704 -23.9030 -11.8756
74 C 7.3733 -24.7314 -14.5885
75 O 6.1856 -23.8895 -14.7510
76 H 7.7913 -24.5814 -15.6049
77 H 7.1652 -25.8094 -14.5775
78 H 7.9084 -24.4126 -13.7443
79 H 6.3084 -22.9061 -14.8769
80 C 5.8050 -27.2016 -10.2605
81 O 4.9178 -26.7009 -11.1883
82 H 5.9035 -26.3092 -9.5165
83 H 6.8579 -27.5000 -10.6057
84 H 5.4961 -28.1374 -9.8709
85 H 4.3042 -26.3886 -10.5300

***

Density functional theory data (ωB97M-V/def2-TZVPD) for a structure of composition C18H57BO9Pt at a distorted geometry.

Output
E_LUMO (spin up / spin down) ... 0.01132 / -0.02475 Eh
E ... -1541.0775 a.u.
HOMO level (spin up / spin down) ... -8.72 / -8.84 eV
2S+1 ... 3
Net charge ... 0
<S²> ... 2.0050

Positions of all 86 atoms, in Å:
1 Pt -0.0532 1.1768 -1.9650
2 B -1.3655 -0.0646 -3.3769
3 H -0.3378 -0.0212 -3.9248
4 H -1.8139 1.0050 -3.3222
5 H -2.0614 -0.7517 -3.9782
6 H -1.2311 -0.3803 -2.2682
7 C -0.4475 -0.5346 2.2078
8 C -0.5389 -0.4333 0.6987
9 O -0.7153 0.8411 0.1549
10 H 0.1986 0.2240 2.6686
11 H -0.0445 -1.4762 2.5802
12 H -1.4185 -0.3360 2.6700
13 H -1.2888 -1.1572 0.3433
14 H 0.3546 -0.9163 0.2650
15 C 3.7610 0.0838 2.8076
16 C 3.2568 -1.3343 2.9099
17 O 4.2993 -2.2039 3.3340
18 H 2.9358 0.7531 2.5443
19 H 4.4418 0.1382 1.9546
20 H 4.2052 0.4282 3.7378
21 H 2.7906 -1.7140 1.9952
22 H 2.4232 -1.3312 3.6254
23 H 4.3459 -2.9493 2.7333
24 C 3.6358 3.3189 -0.3192
25 C 2.4398 3.6106 -1.2229
26 O 1.4292 2.6310 -0.9658
27 H 4.5722 3.8031 -0.6013
28 H 3.9267 2.2662 -0.3456
29 H 3.3333 3.5446 0.7024
30 H 2.6942 3.5827 -2.2805
31 H 2.0870 4.6180 -0.9943
32 H 1.1522 2.6513 -0.0300
33 C -0.4763 -4.3944 1.1730
34 C -0.8206 -5.8792 1.1656
35 O -0.5746 -6.4302 2.4558
36 H 0.6071 -4.3136 1.2907
37 H -0.9295 -3.8394 1.9936
38 H -0.7916 -3.9701 0.2212
39 H -0.2130 -6.3400 0.3814
40 H -1.8988 -5.9685 0.9939
41 H -0.9824 -7.3010 2.4651
42 C -1.0263 3.0807 3.2417
43 C 0.4818 2.8742 3.0193
44 O 0.7420 2.6147 1.6462
45 H -1.6059 2.2723 2.7951
46 H -1.3769 3.9970 2.7627
47 H -1.1815 3.1801 4.3169
48 H 0.7768 2.0218 3.6391
49 H 1.0382 3.7570 3.3271
50 H 0.1116 1.9214 1.3364
51 C 3.8483 -0.5001 -0.9538
52 C 3.1715 0.0712 -2.2033
53 O 1.7672 -0.1321 -2.1926
54 H 4.9319 -0.4054 -1.0171
55 H 3.5966 -1.5629 -0.9301
56 H 3.4977 0.0035 -0.0542
57 H 3.6149 -0.3765 -3.0974
58 H 3.3012 1.1500 -2.2842
59 H 1.5829 -1.0817 -2.2118
60 C -1.8686 -4.9227 -2.1557
61 C -2.0235 -3.4298 -2.3652
62 O -1.1132 -3.0093 -3.3420
63 H -0.8584 -5.1544 -1.8036
64 H -1.9971 -5.5469 -3.0386
65 H -2.5258 -5.2695 -1.3551
66 H -1.8399 -2.8662 -1.4383
67 H -3.0681 -3.2182 -2.6366
68 H -1.2220 -2.0522 -3.5325
69 C -4.2024 -0.5292 -0.4274
70 C -4.3615 0.9470 -0.1741
71 O -3.4153 1.3893 0.7847
72 H -3.2999 -0.7592 -1.0036
73 H -4.9906 -0.9048 -1.0877
74 H -4.1701 -1.0410 0.5324
75 H -5.3585 1.0829 0.2564
76 H -4.3627 1.5544 -1.0879
77 H -2.5232 1.1939 0.4342
78 C -1.3677 5.2286 -1.5010
79 C -1.7629 3.9032 -0.8760
80 O -1.5791 2.8365 -1.8266
81 H -2.0418 5.3474 -2.3534
82 H -0.3272 5.2494 -1.8194
83 H -1.5421 6.0626 -0.8202
84 H -2.8197 3.9017 -0.6089
85 H -1.1459 3.7097 0.0006
86 H -2.3717 2.7754 -2.3727

***

Q: Which of these has the lowest net charge?
A: C18H56N12O23PSi